Formula: C23H32N2O2
Source: the Open Molecules 2025 dataset
Level of theory: ωB97M-V with the def2-TZVPD basis set

Computed properties:
HOMO level, eV: -8.1
HOMO-LUMO gap, eV: 8.744
Charge: 0
Spin multiplicity: 1
Energy relative to the best compared isomer or geometry (same formula, charge and spin), kcal/mol: 29.3
Molar mass, g/mol: 368.5

Positions of all 59 atoms, in Å:
C 4.268 -2.329 -0.211
C 3.921 -0.867 -0.512
C 3.876 -0.710 -2.038
C 5.034 0.006 0.083
C 2.574 -0.456 0.072
C 1.797 -1.351 0.785
C 0.557 -1.003 1.295
C -0.271 -2.027 2.027
C -0.659 -3.198 1.107
C -1.400 -2.694 -0.116
O -0.864 -2.455 -1.176
N -2.732 -2.523 0.077
C -3.604 -2.040 -0.965
C -4.363 -0.802 -0.580
C -5.576 -0.492 -1.186
C -6.235 0.666 -0.807
N -5.778 1.498 0.112
C -4.625 1.206 0.689
C -3.881 0.078 0.382
C 0.092 0.283 1.098
C 0.828 1.232 0.401
C 0.273 2.642 0.170
C 1.273 3.722 0.660
C -1.045 2.875 0.921
C -0.044 2.812 -1.327
C 2.074 0.846 -0.113
O 2.854 1.726 -0.808
H 4.345 -2.507 0.860
H 3.529 -3.003 -0.638
H 5.232 -2.564 -0.658
H 3.057 -1.298 -2.446
H 3.732 0.328 -2.316
H 4.809 -1.059 -2.476
H 5.051 -0.095 1.167
H 4.885 1.050 -0.168
H 6.000 -0.307 -0.308
H 2.151 -2.353 0.956
H 0.297 -2.427 2.871
H -1.174 -1.558 2.425
H 0.245 -3.700 0.761
H -1.274 -3.914 1.656
H -3.145 -2.738 0.970
H -4.309 -2.826 -1.268
H -2.950 -1.821 -1.819
H -5.995 -1.142 -1.940
H -7.180 0.941 -1.258
H -4.286 1.913 1.436
H -2.940 -0.117 0.871
H -0.866 0.545 1.514
H 2.034 3.292 1.308
H 0.750 4.481 1.238
H 1.761 4.245 -0.163
H -1.824 2.205 0.568
H -1.384 3.893 0.736
H -0.914 2.749 1.993
H -0.819 2.105 -1.615
H 0.815 2.630 -1.968
H -0.409 3.819 -1.520
H 2.435 2.591 -0.808